1.
DFT (ωB97M-V/def2-TZVPD) results for C13H7F2N2NiO14S2 as an isolated structure.

Geometry as ORCA input:
```
! RIJCOSX wB97M-V def2-TZVPD def2/J DEFGRID3
* xyz -3 3
Ni -0.34 -0.21 -0.57
C 0.92 -1.57 3.22
C 1.65 -2.72 3.49
C 1.89 -3.76 2.41
O 2.43 -4.86 2.71
C 1.39 -3.58 1.13
C 0.69 -2.40 0.79
C 0.51 -1.31 1.89
O 0.06 -0.20 1.47
O 0.22 -2.05 -0.32
O 2.15 -2.85 4.65
H 0.62 -0.89 4.01
H 1.49 -4.33 0.36
C 3.23 1.52 -0.58
C 1.87 1.25 -0.65
C 0.88 2.36 -0.50
O -0.32 1.99 -0.31
C 1.28 3.67 -0.45
C 2.66 4.07 -0.60
C 3.72 2.85 -0.37
O 4.90 3.09 -0.09
O 3.10 5.20 -0.78
O 1.45 0.05 -0.83
H 4.00 0.76 -0.51
H 0.52 4.41 -0.25
N -1.38 -0.50 -2.22
S -1.09 -0.18 -3.71
O -2.00 0.78 -4.29
O -0.44 -1.13 -4.59
F 0.17 0.75 -3.34
S -2.51 -1.74 -2.61
O -2.03 -3.01 -3.12
O -3.79 -1.34 -3.09
F -2.84 -2.15 -1.10
C -3.64 1.59 1.73
N -3.57 0.59 0.65
O -4.59 0.36 0.02
O -2.50 0.11 0.39
H -4.49 2.27 1.66
H -2.69 2.13 1.64
H -3.63 0.99 2.64
*
```

Output
HOMO-LUMO gap (spin up / spin down)   5.69 / 5.67 eV
Energy relative to the best compared isomer or geometry (same formula, charge and spin)   0.0000 eV
HOMO energy (spin up / spin down)   0.41 / 0.43 eV
Expectation value of S²   2.005
Lowest unoccupied orbital energy (spin up / spin down)   6.1 / 6.1 eV
Strongest force on any atom   7.740 eV/A
Electronic energy   -113383.6537 eV

2.
DFT (ωB97M-V/def2-TZVPD) results for an isolated molecule of CH2N2O2S.

Geometry as ORCA input:
```
! RIJCOSX wB97M-V def2-TZVPD def2/J DEFGRID3
* xyz 0 1
C -2.67 0.97 -0.02
N -3.06 2.05 -0.01
N 0.38 -0.67 -0.44
O -1.51 -1.17 1.19
O -0.80 -0.66 -1.15
S -2.16 -0.79 -0.26
H 0.12 -1.21 0.44
H 0.42 0.21 0.02
*
```

Output
HOMO-LUMO gap   10.67 eV
Energy relative to the best compared isomer or geometry (same formula, charge and spin)   6.1208 eV
HOMO energy   -11.43 eV
Lowest unoccupied orbital energy   -0.8 eV
Strongest force on any atom   6.001 eV/A
Electronic energy   -18975.2075 eV